DFT (ωB97M-V with the def2-TZVPD basis set) results for a structure of composition C57H46N6O3P2PdS4.

Summary:
F_max = 0.0455 hartree/bohr
E_tot = -5157.3432 hartree
ΔE to the lowest compared entry with this formula, charge and spin = 0.0 kcal/mol
E_LUMO (alpha / beta) = -1.22 / -1.22 eV

CARTESIAN COORDINATES (ANGSTROEM)
Pd1 -0.0019 -0.8025 0.4529
C1 3.0914 5.6755 1.6377
C2 2.8482 4.1924 1.9370
C3 3.6856 3.7830 3.1638
C4 1.3865 3.9346 2.2589
C5 0.5793 4.8482 2.9249
C6 -0.7172 4.5369 3.2989
C7 -1.2388 3.2847 3.0372
C8 -0.4671 2.3577 2.3498
P1 -1.0291 0.6844 1.9174
C9 -0.9268 -0.1790 3.5216
C10 -1.2867 -1.5287 3.5222
C11 -1.2597 -2.2561 4.6981
C12 -0.8249 -1.6578 5.8720
C13 -0.4327 -0.3300 5.8683
C14 -0.4976 0.4145 4.7025
C15 -2.8130 0.9716 1.7050
C16 -3.7768 0.1061 2.2083
C17 -5.1029 0.2605 1.8483
C18 -5.4790 1.2848 0.9945
C19 -4.5294 2.1758 0.5204
C20 -3.2017 2.0103 0.8628
C21 0.8272 2.6967 1.9527
O1 1.4844 1.7476 1.2294
C22 2.5375 2.1676 0.4666
C23 2.8349 1.3787 -0.6423
C24 3.9303 1.7032 -1.4282
C25 4.6993 2.8056 -1.1087
C26 4.3569 3.6110 -0.0363
C27 3.2576 3.3239 0.7605
P2 1.7734 -0.0667 -1.0593
C28 3.1481 -1.2683 -1.0775
C29 3.7851 -1.8152 -2.1829
C30 4.8272 -2.7091 -1.9986
C31 5.2386 -3.0590 -0.7248
C32 4.6180 -2.5026 0.3831
C33 3.5836 -1.6067 0.2044
C34 1.3422 0.3906 -2.7630
C35 1.2052 -0.5455 -3.7841
C36 0.7583 -0.1386 -5.0302
C37 0.4260 1.1856 -5.2630
C38 0.5224 2.1123 -4.2365
C39 0.9749 1.7188 -2.9927
H1 2.8140 6.2821 2.4942
H2 2.5012 5.9902 0.7795
H3 4.1431 5.8614 1.4399
H4 3.3757 4.3612 4.0314
H5 4.7391 3.9740 2.9698
H6 3.5541 2.7265 3.3909
H7 0.9553 5.8276 3.1680
H8 -1.3172 5.2762 3.8067
H9 -2.2395 3.0234 3.3479
H10 -1.5688 -2.0007 2.5816
H11 -1.5755 -3.2902 4.7051
H12 -0.7805 -2.2372 6.7828
H13 -0.0693 0.1306 6.7747
H14 -0.2132 1.4563 4.7103
H15 -3.4899 -0.6988 2.8682
H16 -5.8402 -0.4407 2.2167
H17 -6.5114 1.3744 0.6878
H18 -4.8217 2.9790 -0.1419
H19 -2.4552 2.6812 0.4644
H20 4.1701 1.0931 -2.2860
H21 5.5612 3.0582 -1.7061
H22 4.9655 4.4743 0.1786
H23 3.4773 -1.5547 -3.1829
H24 5.3139 -3.1399 -2.8617
H25 6.0478 -3.7611 -0.5905
H26 4.9408 -2.7719 1.3803
H27 3.0887 -1.1537 1.0612
H28 1.3973 -1.5897 -3.5935
H29 0.6451 -0.8678 -5.8177
H30 0.0632 1.4926 -6.2317
H31 0.2347 3.1404 -4.4041
H32 1.0419 2.4376 -2.1841
N1 -2.6909 -8.4578 -0.9548
C40 -1.9828 -7.2908 -1.1226
C41 -0.5990 -7.3287 -1.3221
C42 0.1010 -6.1623 -1.5438
C43 -0.5738 -4.9589 -1.5712
C44 -1.9411 -4.8988 -1.3853
C45 -2.6483 -6.0620 -1.1635
S1 0.3544 -3.4646 -1.8022
O2 -0.4713 -2.5159 -2.5229
O3 1.6209 -3.7575 -2.4235
N2 0.5145 -2.7922 -0.3386
C46 1.0895 -3.3243 0.7188
N3 1.6254 -4.5532 0.6941
C47 2.2398 -4.9520 1.7847
C48 2.3214 -4.1862 2.9419
C49 1.6813 -2.9575 2.9055
N4 1.0679 -2.5192 1.8241
H33 -2.1708 -9.2675 -0.6583
H34 -3.6157 -8.3747 -0.5655
H35 -0.0942 -8.2836 -1.3051
H36 1.1650 -6.1498 -1.7040
H37 -2.4314 -3.9405 -1.4224
H38 -3.7202 -6.0344 -1.0282
H39 2.6912 -5.9358 1.7303
H40 2.8353 -4.5306 3.8231
H41 1.6565 -2.2990 3.7679
S2 -2.9777 0.9250 -5.6175
C50 -2.7785 0.5184 -4.0297
S3 -2.1413 -1.0048 -3.4548
C51 -2.3598 -0.3908 -1.7985
N5 -2.7886 0.8283 -1.7604
N6 -3.0171 1.3358 -2.9794
C52 -3.5558 2.6368 -3.0683
C53 -2.9244 3.6621 -2.3782
C54 -3.4726 4.9306 -2.3965
C55 -4.6436 5.1713 -3.0955
C56 -5.2498 4.1506 -3.8071
C57 -4.7122 2.8768 -3.7979
S4 -2.2659 -1.4243 -0.4663
H42 -2.0121 3.4359 -1.8489
H43 -2.9919 5.7395 -1.8692
H44 -5.0850 6.1561 -3.0859
H45 -6.1545 4.3424 -4.3612
H46 -5.1779 2.0774 -4.3522

Cartesian forces, eV/Å:
Pd -1.68 -1.34 -0.93
C -0.09 -0.22 0.03
C 0.15 0.07 0.12
C -0.10 0.06 -0.08
C 0.11 -0.10 -0.13
C -0.02 -0.14 -0.06
C -0.09 0.04 0.14
C 0.08 -0.10 -0.06
C 0.57 -0.31 -0.57
P -0.42 -0.04 0.06
C 0.11 -0.35 -0.29
C -0.04 -0.01 -0.12
C -0.08 -0.05 0.02
C 0.02 -0.06 -0.02
C 0.03 -0.02 0.12
C -0.02 0.07 -0.18
C 0.04 0.09 -0.26
C 0.07 0.01 0.08
C -0.05 -0.09 0.06
C -0.01 0.03 -0.03
C -0.18 0.03 0.04
C 0.07 -0.04 0.25
C -0.45 0.30 0.19
O 0.23 0.48 0.51
C 0.48 0.05 -0.64
C -0.39 -0.03 0.31
C -0.02 0.15 0.19
C 0.10 0.00 -0.14
C -0.11 -0.07 0.01
C -0.21 -0.06 0.08
P 0.84 0.59 0.12
C -0.08 -0.10 0.02
C -0.05 0.17 0.15
C 0.10 -0.03 -0.04
C 0.05 -0.04 -0.04
C 0.09 0.01 0.09
C -0.12 0.11 -0.01
C -0.22 -0.16 0.06
C 0.14 0.13 0.12
C 0.04 0.05 -0.11
C 0.02 -0.05 -0.06
C -0.02 0.09 0.02
C 0.02 -0.12 0.10
H 0.03 0.11 0.08
H 0.01 0.09 -0.08
H 0.05 0.06 -0.02
H 0.00 0.07 0.14
H 0.12 -0.03 0.01
H 0.02 -0.09 0.00
H 0.11 0.12 0.01
H -0.06 0.05 0.07
H -0.09 0.01 -0.02
H -0.01 0.02 0.25
H 0.04 -0.06 -0.05
H -0.01 -0.01 0.08
H -0.01 0.05 0.10
H 0.07 0.06 0.03
H -0.06 -0.05 0.00
H -0.02 0.02 0.03
H -0.06 0.07 0.01
H 0.03 0.03 -0.07
H 0.02 0.07 -0.09
H 0.04 -0.06 -0.09
H 0.10 0.00 -0.08
H 0.04 0.12 0.02
H -0.03 0.00 -0.06
H 0.03 -0.04 -0.05
H 0.07 -0.09 -0.01
H 0.00 0.02 0.03
H 0.11 -0.10 -0.06
H 0.08 0.03 -0.11
H -0.01 -0.08 -0.09
H -0.03 0.00 -0.06
H -0.03 0.07 -0.02
H 0.01 0.07 -0.04
N -0.17 -0.28 0.05
C 0.14 0.19 -0.10
C -0.12 0.01 0.01
C 0.06 -0.13 -0.03
C 0.55 0.55 -0.01
C -0.13 0.01 -0.01
C 0.10 -0.03 0.00
S -0.43 0.16 -0.67
O 0.52 -1.01 0.38
O -0.13 -0.40 0.41
N -0.76 1.74 -0.49
C 0.77 -0.85 1.50
N -0.05 0.13 -0.41
C 0.10 -0.04 0.32
C -0.03 0.07 0.02
C 0.17 -0.16 0.08
N -0.14 -0.16 -0.72
H -0.12 0.05 0.02
H 0.09 -0.09 0.02
H 0.11 -0.08 -0.02
H 0.19 -0.14 0.03
H -0.15 0.14 0.04
H -0.10 0.04 0.00
H 0.04 -0.08 0.09
H 0.04 -0.06 0.08
H 0.00 0.00 0.05
S 0.03 -0.15 -0.48
C 0.12 -0.42 -0.59
S -0.91 1.56 0.06
C -0.09 0.47 -1.38
N 0.04 -0.33 0.99
N 0.29 -0.61 -0.53
C -0.16 0.58 0.09
C -0.05 -0.25 -0.17
C -0.03 0.11 0.07
C -0.01 0.10 -0.01
C -0.02 -0.04 0.07
C 0.05 -0.09 0.10
S 0.67 -0.21 2.02
H 0.12 0.04 0.12
H 0.09 0.06 0.11
H -0.01 0.12 -0.04
H -0.12 0.02 -0.08
H -0.01 -0.05 0.02



DFT (ωB97M-V with the def2-TZVPD basis set) results for an isolated molecule of C3H6N2S2.

Summary:
F_max = 0.0395 hartree/bohr
Structure (SMILES) = N/N=C\CSC=S
E_tot = -1023.7193 hartree
ΔE to the lowest compared entry with this formula, charge and spin = 52.5 kcal/mol
E_LUMO = -0.65 eV

CARTESIAN COORDINATES (ANGSTROEM)
C1 1.6469 -0.5806 0.1726
C2 0.1511 -0.8609 -0.1818
C3 -2.5657 -0.2869 0.0056
H1 1.8670 2.4363 0.4433
H2 0.4411 1.5528 0.2493
H3 2.3336 -1.4527 0.2113
H4 0.0008 -0.4259 -1.1934
H5 -0.0485 -1.9659 -0.3221
H6 -2.4992 -1.1281 -0.6847
N1 1.4498 1.6638 -0.0418
N2 2.2195 0.5325 0.2856
S1 -1.0919 -0.1235 0.9630
S2 -3.9045 0.6391 0.0931

Cartesian forces, eV/Å:
C -0.68 -1.91 -0.02
C 0.55 -0.69 -1.07
C -0.07 0.39 0.08
H 0.02 0.40 0.06
H 1.35 0.37 -0.39
H -0.74 0.48 0.31
H -0.09 0.03 0.58
H 0.42 1.18 0.52
H -0.05 0.07 -0.10
N -0.90 -0.98 0.88
N -0.55 1.26 -0.74
S -0.18 0.03 -0.28
S 0.93 -0.62 0.17